Entry 1
Density functional theory data (ωB97M-V/def2-TZVPD) for 2 unconnected molecules or ions with the total composition C3H8NS.

Last column: natural (NBO) charge in e.
Atoms and positions in Å:
C -0.43 -0.15 1.57  -0.4206
C -0.21 -0.34 2.85  -0.3037
C 0.07 -0.40 -0.97  -0.2454
N 0.07 1.20 -1.16  -0.7375
S -1.29 -1.20 -1.20  0.3292
H 0.19 0.43 0.92  0.1313
H -1.40 -0.49 1.17  0.1922
H 0.57 0.17 3.37  0.2036
H -0.88 -0.77 3.60  0.2289
H 1.14 -0.85 -0.81  0.2765
H -0.89 1.39 -1.45  0.4573
H 0.68 1.59 -1.83  0.4437
H 0.33 1.68 -0.31  0.4445

Values from the calculation:
Multiplicity ... 1
Charge ... +1
Kohn-Sham gap ... 8.5 eV


Entry 2
Density functional theory data (ωB97M-V/def2-TZVPD) for a gas-phase ion, C3H8NS (charge +1).

Last column: natural (NBO) charge in e.
Atoms and positions in Å:
C -1.41 1.24 -0.29  -0.3935
C -0.55 -1.16 0.11  -0.1843
C 1.45 0.19 0.40  -0.4183
N 0.40 -0.45 -0.47  -0.6011
S -2.31 -0.05 0.02  0.5367
H -2.00 2.29 -0.41  0.2752
H -0.40 1.31 -0.43  0.2275
H -0.70 -2.03 -0.52  0.2462
H -0.42 -1.24 1.17  0.2299
H 2.26 -0.56 0.34  0.2276
H 1.79 1.07 0.05  0.2142
H 1.10 0.13 1.43  0.2147
H 0.78 -0.74 -1.39  0.4251

Values from the calculation:
Multiplicity ... 1
Charge ... +1
Kohn-Sham gap ... 8.4 eV


In terms of stability, entry 2 leads; the second structure lies 0.0181 hartree higher.